1.
C21H14FLiN2O8 as an isolated structure. Source: the OMol25 dataset; level of theory: wB97M-V/def2-TZVPD.

## Properties
HOMO level in eV: -2.76
Kohn-Sham gap in hartree: 0.2489
E in Ha: -1627.755633
Max |F| in eV Å⁻¹: 0.692

```
! wB97M-V def2-TZVPD RIJCOSX def2/J DEFGRID3
* xyz -2 1
Li -2.1970 1.9696 -1.6466
O -4.1841 -3.0026 -4.5743
C -3.8264 -1.8926 -3.8464
C -3.4783 -1.9951 -2.5086
C -3.1299 -0.8404 -1.8254
N -3.1227 0.3525 -2.4310
C -3.4352 0.4413 -3.7273
C -3.8031 -0.6633 -4.4800
C -3.3408 1.8496 -4.3574
O -3.6042 1.9128 -5.5794
O -3.0041 2.7597 -3.5569
C -2.7165 -0.9118 -0.3366
O -2.6178 -2.0784 0.1258
O -2.5860 0.1918 0.2336
H -4.1325 -3.7518 -3.9754
H -3.4533 -2.9392 -1.9728
H -4.0441 -0.5426 -5.5277
C 2.0287 1.0929 4.2923
C 2.8815 1.2827 3.0377
C 4.0756 0.3383 2.9844
C 3.6106 -1.1098 2.8631
C 2.6382 -1.2570 1.7178
C 2.4286 -2.4840 1.1170
C 1.5245 -2.5999 0.0740
F 1.3362 -3.8306 -0.4653
C 0.8394 -1.5257 -0.4147
C 1.0567 -0.2727 0.1579
C 0.3435 0.9050 -0.4223
O -0.2456 0.7731 -1.4818
C 0.4362 2.1259 0.3711
C 1.3029 2.1595 1.4000
N 2.0776 1.1127 1.8307
C 1.9289 -0.1390 1.2418
C -0.3754 3.4121 0.1069
O 0.0148 4.4328 0.7197
O -1.3693 3.2740 -0.6429
H 2.6375 1.1990 5.1959
H 1.5569 0.1080 4.2940
H 1.2340 1.8405 4.3144
H 3.2487 2.3074 3.0234
H 4.6933 0.4818 3.8726
H 4.6782 0.5959 2.1088
H 3.1407 -1.4283 3.8000
H 4.4668 -1.7695 2.7052
H 2.9636 -3.3632 1.4608
H 0.1208 -1.6131 -1.2217
H 1.4019 3.0918 1.9456
*
```

=====

2.
C21H14FeN6O4 as an isolated structure. Source: the OMol25 dataset; level of theory: wB97M-V/def2-TZVPD.

## Properties
HOMO level (alpha / beta) in eV: -11.76 / -11.77
Kohn-Sham gap (alpha / beta) in hartree: 0.2861 / 0.2642
E in Ha: -2701.757861
Max |F| in eV Å⁻¹: 0.889

```
! wB97M-V def2-TZVPD RIJCOSX def2/J DEFGRID3
* xyz 1 6
Fe -0.6178 -1.1968 -0.3478
O 1.3480 -3.7885 2.1162
C 0.6921 -2.9013 1.6383
O 0.5882 -2.5996 0.3635
C -0.1509 -1.9682 2.4933
C -0.1666 -1.8231 3.8689
C -0.9798 -0.8258 4.4022
C -1.7445 -0.0060 3.5750
C -1.6820 -0.2355 2.2129
N -0.9025 -1.1904 1.7354
C -2.3744 0.5221 1.0911
O -3.0131 1.5182 1.2959
O -2.1422 -0.0355 -0.0783
H 0.4406 -2.4662 4.4904
H -1.0170 -0.6846 5.4745
H -2.3731 0.7825 3.9644
N 1.8628 1.9672 1.5615
C 1.4335 0.7629 1.1978
N 0.7563 0.5217 0.1158
C 0.4885 1.5735 -0.7643
N -0.0010 1.3309 -1.9375
N -0.2259 -0.0131 -2.0741
C -0.2766 -0.5382 -3.2302
C -0.4729 -1.9941 -3.2578
C -0.4012 -2.7367 -4.4178
C -0.4739 -4.1221 -4.3233
C -0.6047 -4.7048 -3.0778
C -0.6810 -3.8872 -1.9585
N -0.6309 -2.5621 -2.0460
C 0.8026 2.9316 -0.3508
C 0.4191 4.0515 -1.0926
C 0.7674 5.3115 -0.6586
C 1.5091 5.4715 0.5137
C 1.8943 4.3781 1.2620
C 1.5277 3.1109 0.8256
H 2.4064 2.0607 2.4056
H 1.6788 -0.0606 1.8593
H -0.1410 0.0465 -4.1347
H -0.2792 -2.2412 -5.3709
H -0.4127 -4.7330 -5.2135
H -0.6442 -5.7775 -2.9575
H -0.7715 -4.2999 -0.9634
H -0.1507 3.9047 -1.9991
H 0.4663 6.1808 -1.2259
H 1.7822 6.4642 0.8448
H 2.4675 4.5007 2.1722
*
```

=====

3.
C21H14O5PW as an isolated structure. Source: the OMol25 dataset; level of theory: wB97M-V/def2-TZVPD.

## Properties
HOMO level in eV: -18.87
Kohn-Sham gap in hartree: 0.2201
E in Ha: -1592.143480
Max |F| in eV Å⁻¹: 0.804

```
! wB97M-V def2-TZVPD RIJCOSX def2/J DEFGRID3
* xyz 3 1
W -0.7937 0.1737 -2.0144
O 0.9715 -0.1575 -3.1201
C 1.3059 0.2117 -1.9998
C 2.3354 0.5042 -1.0929
C 3.6916 0.7228 -1.3512
C 4.5140 1.0174 -0.2694
C 3.9985 1.0628 1.0226
C 2.6394 0.8083 1.2945
C 1.8136 0.5454 0.2308
P 0.0979 0.0204 0.2888
C -0.0607 -1.6800 -0.2900
C 1.0204 -2.5388 -0.5179
C 0.8382 -3.6779 -1.2937
C -0.3828 -3.9334 -1.9113
C -1.4697 -3.0872 -1.7037
C -1.3233 -1.9700 -0.8730
C -0.8661 0.5006 1.6560
C -0.8314 1.8598 2.0233
C -1.6026 2.2775 3.0900
C -2.3959 1.3578 3.7744
C -2.4246 0.0144 3.4078
C -1.6638 -0.4288 2.3425
H 4.0798 0.6961 -2.3619
H 5.5644 1.2183 -0.4352
H 4.6603 1.2939 1.8485
H 2.2757 0.8215 2.3145
H 1.9895 -2.3253 -0.0828
H 1.6626 -4.3659 -1.4346
H -0.4985 -4.8105 -2.5359
H -2.4351 -3.3202 -2.1368
H -2.2100 -1.4137 -0.5589
H -0.2058 2.5710 1.4943
H -1.5855 3.3148 3.3959
H -2.9949 1.6930 4.6115
H -3.0334 -0.6866 3.9624
H -1.6647 -1.4779 2.0740
O -4.3264 2.1345 -2.0547
C -3.2176 1.7782 -2.0250
O -2.6684 0.5638 -1.8318
C -2.0681 2.8327 -2.2679
O -2.0018 3.9535 -2.4390
O -0.7339 1.9256 -2.2298
*
```

=====

4.
C21H15AlCl6N4O3 as an isolated structure. Source: the OMol25 dataset; level of theory: wB97M-V/def2-TZVPD.

## Properties
HOMO level in eV: -8.90
Kohn-Sham gap in hartree: 0.2860
E in Ha: -4257.762295
Max |F| in eV Å⁻¹: 0.985

```
! wB97M-V def2-TZVPD RIJCOSX def2/J DEFGRID3
* xyz 0 1
Al -0.4566 0.8304 1.7069
Cl -1.5952 -0.5252 3.3984
C 0.0627 -1.0028 3.5520
C 0.8855 -0.4420 2.5839
C 2.2148 -0.8162 2.6436
Cl 3.2940 -0.1903 1.4425
C 2.7120 -1.6663 3.6293
Cl 4.3790 -2.0811 3.6782
C 1.8455 -2.1841 4.5959
Cl 2.4322 -3.2264 5.8253
C 0.4916 -1.8542 4.5549
Cl -0.6105 -2.4804 5.7160
Cl -2.1534 3.7421 -4.5789
C -1.4682 3.2065 -3.0811
C -0.0700 3.1715 -2.9354
C 0.5007 2.7266 -1.7723
C -0.2950 2.2746 -0.6956
O 0.2597 1.8057 0.3720
C -1.7104 2.3585 -0.8438
C -2.5639 2.0369 0.2504
O -2.2167 1.5239 1.3247
C -2.2756 2.8351 -2.0450
H 0.5519 3.5097 -3.7538
H 1.5759 2.7110 -1.6465
H -3.6274 2.2780 0.1340
H -3.3532 2.8937 -2.1410
N -1.7179 4.1805 3.0868
C -0.9853 3.2882 3.1120
N -0.1908 2.2132 3.0640
C 0.9794 2.2709 3.7109
N 2.0004 2.2480 4.2500
O -0.9612 -0.5632 0.4171
C -0.4616 -0.8558 -0.6983
C -1.3587 -1.1615 -1.8650
C -1.2673 -2.6344 -2.3049
C -0.0721 -2.9225 -3.2132
C 1.2886 -2.7086 -2.5526
C 1.5352 -1.2697 -2.0982
N 0.8473 -0.9373 -0.8569
H -1.0931 -0.5086 -2.7026
H -2.3720 -0.9148 -1.5567
H -2.1816 -2.8845 -2.8440
H -1.2299 -3.2722 -1.4177
H -0.1434 -2.2861 -4.1011
H -0.1327 -3.9576 -3.5553
H 2.0691 -2.9825 -3.2655
H 1.3941 -3.3671 -1.6865
H 1.2360 -0.5684 -2.8827
H 2.5966 -1.1194 -1.9117
H 1.4117 -0.7219 -0.0425
*
```

=====

5.
C21H15AuO3PS4 as an isolated structure. Source: the OMol25 dataset; level of theory: wB97M-V/def2-TZVPD.

## Properties
HOMO level in eV: -11.37
Kohn-Sham gap in hartree: 0.2157
E in Ha: -3104.464574
Max |F| in eV Å⁻¹: 0.657

```
! wB97M-V def2-TZVPD RIJCOSX def2/J DEFGRID3
* xyz 1 1
Au 1.6465 -3.1062 -0.2649
O -1.0617 -7.7490 4.0644
C -0.7081 -6.9437 3.2720
S -1.6543 -5.5203 2.8011
C -0.5622 -4.8652 1.6241
C 0.7633 -5.6329 1.5022
S 2.0529 -5.1897 0.5902
S 0.8639 -7.0835 2.4127
S -0.9686 -3.5816 0.7212
C 0.8934 3.8309 2.9980
C 0.0259 4.0323 1.9309
C -0.0514 3.0917 0.9194
C 0.7378 1.9424 0.9813
C 1.6082 1.7405 2.0506
C 1.6825 2.6922 3.0574
P 0.6147 0.7506 -0.3363
C 0.8912 1.5244 -1.9088
C -0.1648 2.0631 -2.6416
C 0.0979 2.7415 -3.8218
C 1.4051 2.8742 -4.2669
C 2.4570 2.3340 -3.5369
C 2.2064 1.6616 -2.3537
C -0.9872 -0.0246 -0.3060
C -1.7592 0.0272 0.8546
C -2.9907 -0.6107 0.8934
C -3.4490 -1.2961 -0.2216
C -2.6781 -1.3575 -1.3780
C -1.4462 -0.7290 -1.4237
H 0.9564 4.5703 3.7852
H -0.5838 4.9243 1.8854
H -0.7195 3.2562 0.0817
H 2.2240 0.8526 2.0938
H 2.3597 2.5438 3.8875
H -1.1867 1.9528 -2.3002
H -0.7181 3.1606 -4.3946
H 1.6069 3.3995 -5.1910
H 3.4730 2.4350 -3.8931
H 3.0189 1.2272 -1.7859
H -1.4080 0.5755 1.7196
H -3.5936 -0.5626 1.7900
H -4.4134 -1.7863 -0.1925
H -3.0403 -1.8945 -2.2446
H -0.8387 -0.7791 -2.3178
O 1.7892 -0.2665 -0.0154
O 1.6092 -1.2255 -1.1213
*
```

=====

6.
C21H15Cl2In2O3P as an isolated structure in a non-equilibrium geometry. Source: the OMol25 dataset; level of theory: wB97M-V/def2-TZVPD.

## Properties
HOMO level (alpha / beta) in eV: -20.16 / -20.25
Kohn-Sham gap (alpha / beta) in hartree: 0.1574 / 0.1954
E in Ha: -2675.181397
Max |F| in eV Å⁻¹: 9.016

```
! wB97M-V def2-TZVPD RIJCOSX def2/J DEFGRID3
* xyz 4 1
In -0.9426 1.4672 -4.0267
In 0.6905 -1.1072 -1.8207
Cl 1.6545 0.7219 -3.1638
Cl -1.7891 -0.5260 -2.5548
C 0.3195 0.8396 -0.3765
C -0.8492 2.0474 -6.3532
C -1.5295 3.2031 -5.9887
O -0.3038 1.8133 -0.4890
O -0.3330 1.7478 -7.4023
O -2.0226 4.1992 -6.4031
C 3.2343 -6.1872 0.7435
C 2.2319 -5.9069 -0.1975
C 1.6691 -4.6281 -0.2860
C 2.0821 -3.6133 0.6013
C 3.0933 -3.8954 1.5344
C 3.6604 -5.1758 1.6088
P 1.1360 -2.0392 0.5795
C -0.3564 -2.6640 1.4315
C -1.6145 -2.5454 0.8334
C -2.7120 -3.1651 1.4271
C -2.5806 -3.8725 2.6207
C -1.3282 -3.9778 3.2263
C -0.2207 -3.3769 2.6304
C 1.9963 -1.0774 1.8454
C 1.4006 -0.6963 3.0530
C 2.1637 -0.0614 4.0312
C 3.4919 0.2929 3.7797
C 4.0687 -0.0118 2.5412
C 3.3228 -0.6865 1.5692
H 3.6671 -7.1935 0.7985
H 1.8866 -6.6958 -0.8708
H 0.8978 -4.3972 -1.0306
H 3.4473 -3.1324 2.2298
H 4.4430 -5.3885 2.3421
H -1.7161 -1.9924 -0.1030
H -3.6797 -3.0864 0.9433
H -3.4532 -4.3389 3.0790
H -1.2093 -4.5188 4.1643
H 0.7544 -3.4661 3.1063
H 0.3497 -0.9130 3.2226
H 1.7123 0.1827 4.9878
H 4.0758 0.7957 4.5558
H 5.1054 0.2861 2.3427
H 3.7766 -0.9467 0.6031
*
```

=====

7.
A 2-piece molecular cluster, C21H15FN2O2 overall in a non-equilibrium geometry. Source: the OMol25 dataset; level of theory: wB97M-V/def2-TZVPD.

## Properties
HOMO level in eV: -7.65
Kohn-Sham gap in hartree: 0.1986
E in Ha: -1168.915439
Max |F| in eV Å⁻¹: 3.786

```
! wB97M-V def2-TZVPD RIJCOSX def2/J DEFGRID3
* xyz 0 1
C 2.7739 -1.9162 2.7332
C 2.1745 -3.1723 2.7960
N 1.7223 -4.2631 2.7660
C 1.9518 -0.7677 2.5364
C 2.4907 0.4971 2.1124
C 1.7122 1.6366 2.0869
C 0.3565 1.5670 2.4673
N -0.4223 2.7559 2.5768
O -1.6122 2.6547 2.9610
O 0.1018 3.8569 2.2879
C -0.2288 0.3351 2.8172
C 0.5363 -0.8139 2.8151
H 3.7936 -1.8692 2.3221
H 3.5476 0.5588 1.8363
H 2.1151 2.6092 1.8146
H -1.2739 0.3267 3.1054
H 0.0631 -1.7680 3.0658
F 5.9415 -7.2390 3.8520
C 5.5385 -5.9837 4.2275
C 4.4083 -5.8525 5.0442
C 3.9771 -4.5611 5.3427
C 4.5960 -3.4017 4.7950
C 3.9262 -2.1508 4.9789
C 4.4715 -0.8292 5.0200
C 3.7416 0.1511 5.7521
C 4.0501 1.5021 5.6643
C 5.1497 1.9278 4.9011
C 5.9337 0.9746 4.2384
C 5.6259 -0.3800 4.3190
C 5.8073 -3.6122 4.0685
C 6.2462 -4.8900 3.7440
H 3.8824 -6.7378 5.3954
H 3.0961 -4.4478 5.9728
H 3.0159 -2.2525 5.5714
H 2.8926 -0.1626 6.3577
H 3.4369 2.2488 6.1800
H 5.3924 2.9895 4.8090
H 6.7898 1.2842 3.6369
H 6.2465 -1.0896 3.7805
H 6.3758 -2.7605 3.7072
H 7.1213 -5.0279 3.1025
*
```

=====

8.
C21H15I2N3O3PdS as an isolated structure. Source: the OMol25 dataset; level of theory: wB97M-V/def2-TZVPD.

## Properties
HOMO level in eV: -7.63
Kohn-Sham gap in hartree: 0.2684
E in Ha: -2320.700791
Max |F| in eV Å⁻¹: 0.511

```
! wB97M-V def2-TZVPD RIJCOSX def2/J DEFGRID3
* xyz 0 1
Pd -1.3811 -0.7513 -0.3825
C -4.3021 6.5844 -2.8016
C -3.6180 5.2683 -2.5596
C -4.2960 4.2075 -1.9684
C -3.6702 2.9881 -1.7591
C -2.3522 2.8352 -2.1562
C -1.6524 3.8745 -2.7579
C -2.2903 5.0850 -2.9510
S -1.5158 1.3241 -1.8667
O -0.5107 1.1645 -2.8728
O -2.5628 0.2597 -1.8013
N -0.8423 1.2540 -0.3992
C -1.3948 1.9950 0.6745
C -1.3542 3.3952 0.6952
C -1.8628 4.0544 1.7941
C -2.3728 3.3189 2.8573
C -2.3316 1.9421 2.7614
N -1.8606 1.2887 1.6980
H -5.2476 6.6446 -2.2653
H -4.5097 6.7172 -3.8651
H -3.6728 7.4168 -2.4856
H -5.3283 4.3352 -1.6671
H -4.1939 2.1615 -1.2981
H -0.6300 3.7204 -3.0762
H -1.7556 5.9014 -3.4213
H -0.9189 3.9456 -0.1258
H -1.8476 5.1365 1.8279
H -2.7758 3.7977 3.7383
H -2.6965 1.3195 3.5706
I -3.1777 -5.6517 -0.6127
C -1.6638 -4.7662 0.4929
C -0.9085 -5.5358 1.3932
C 0.1035 -4.9982 2.1422
I 1.1531 -6.2261 3.4625
C 0.4216 -3.6207 2.0245
C 1.4330 -2.9299 2.7266
C 1.6318 -1.5945 2.5141
C 0.8231 -0.9069 1.5963
N -0.1253 -1.5272 0.9363
C -0.3441 -2.8647 1.1200
C -1.4080 -3.4142 0.3239
O -2.0474 -2.6320 -0.4891
H -1.1456 -6.5868 1.4898
H 2.0477 -3.4707 3.4340
H 2.4049 -1.0544 3.0414
H 0.9416 0.1483 1.3929
*
```

=====

9.
C21H15N4O2SSn as an isolated structure in a non-equilibrium geometry. Source: the OMol25 dataset; level of theory: wB97M-V/def2-TZVPD.

## Properties
HOMO level in eV: -16.81
Kohn-Sham gap in hartree: 0.2603
E in Ha: -1790.309897
Max |F| in eV Å⁻¹: 1.763

```
! wB97M-V def2-TZVPD RIJCOSX def2/J DEFGRID3
* xyz 3 1
Sn -0.5569 -0.7475 -1.4327
O -2.1173 -0.4188 6.9715
C -1.4775 -0.5254 6.0599
O -0.7131 -0.6522 5.1581
C -0.7405 -0.7711 3.7157
C -1.9273 -0.6752 3.0231
C -1.8420 -0.7966 1.6268
N -0.6756 -0.9861 1.0135
C 0.4636 -1.1178 1.6940
C 0.4705 -0.9926 3.0924
C 1.6821 -1.4270 0.9264
C 2.9081 -1.7255 1.5179
C 4.0054 -2.0074 0.7114
C 3.8497 -2.0019 -0.6656
C 2.5918 -1.7164 -1.1775
N 1.5476 -1.4355 -0.4095
C -3.0456 -0.7318 0.7880
C -4.3286 -0.9424 1.2866
C -5.4126 -0.8598 0.4218
C -5.1841 -0.5570 -0.9096
C -3.8720 -0.3936 -1.3356
N -2.8345 -0.4849 -0.5143
H -2.8731 -0.4934 3.5082
H 1.3762 -1.0641 3.6713
H 3.0277 -1.7479 2.5880
H 4.9646 -2.2275 1.1541
H 4.6735 -2.2182 -1.3286
H 2.4089 -1.7104 -2.2473
H -4.5014 -1.2047 2.3176
H -6.4149 -1.0287 0.7844
H -6.0002 -0.4712 -1.6090
H -3.6477 -0.1742 -2.3731
S 0.3259 1.6189 -0.9316
C 1.2715 2.2510 -2.2488
N 1.8614 3.4448 -2.0239
C 2.6169 4.0848 -2.9333
C 2.8280 3.5201 -4.1671
C 2.2460 2.2785 -4.4467
C 1.4753 1.6457 -3.4918
H 1.6997 3.8760 -1.1143
H 3.0363 5.0414 -2.6499
H 3.4211 4.0325 -4.9064
H 2.4037 1.8213 -5.4132
H 1.0089 0.6903 -3.7007
*
```

=====

10.
C21H16BrCrF6N7O5S3 as an isolated structure in a non-equilibrium geometry. Source: the OMol25 dataset; level of theory: wB97M-V/def2-TZVPD.

## Properties
HOMO level (alpha / beta) in eV: -10.75 / -10.88
Kohn-Sham gap (alpha / beta) in hartree: 0.2513 / 0.2501
E in Ha: -6981.458922
Max |F| in eV Å⁻¹: 1.644

```
! wB97M-V def2-TZVPD RIJCOSX def2/J DEFGRID3
* xyz 1 4
Cr 0.4154 -0.5087 -0.1640
Br 1.0326 5.2918 -4.5906
C 0.9406 3.6000 -3.7650
C 0.3300 2.5294 -4.4295
C 0.2716 1.2833 -3.8540
C 0.7707 1.0627 -2.5641
O 0.7001 -0.1390 -2.0172
C 1.3759 2.1556 -1.8983
C 1.9500 1.9813 -0.6110
N 1.7202 0.9612 0.1580
C 2.4870 0.7247 1.3211
C 3.1042 1.6404 2.1274
C 3.9198 1.1864 3.1858
C 4.1054 -0.1472 3.4228
C 3.4523 -1.1108 2.6214
C 3.5492 -2.5064 2.7958
C 2.8746 -3.3377 1.9410
C 2.0836 -2.7934 0.9262
N 1.9407 -1.4947 0.7424
C 2.6325 -0.6547 1.5749
C 1.4779 3.4135 -2.5238
H -0.1111 2.6926 -5.4042
H -0.2027 0.4596 -4.3695
H 2.6863 2.7155 -0.2964
H 2.9463 2.7006 1.9741
H 4.4100 1.9154 3.8172
H 4.7492 -0.4824 4.2261
H 4.1524 -2.9063 3.6016
H 2.9243 -4.4119 2.0453
H 1.5479 -3.4443 0.2480
H 1.9544 4.2299 -1.9948
C -2.6416 -4.7328 -1.6526
C -2.5034 -4.0059 -0.3691
N -3.1842 -4.2126 0.7015
N -2.7008 -3.3123 1.6145
C -1.7137 -2.5525 1.1443
S -0.8280 -1.3595 1.9110
N -1.5744 -2.9947 -0.1355
N -0.6797 -2.4124 -1.0212
H -3.3998 -5.5014 -1.5309
H -1.7028 -5.2088 -1.9414
H -2.9518 -4.0590 -2.4537
H -3.0987 -3.2705 2.5375
H -0.1346 -3.1193 -1.5005
H -1.1754 -1.8461 -1.7084
F -1.6618 4.1519 2.9460
C -2.3302 3.6862 1.8996
F -2.9751 4.6759 1.3005
F -3.1995 2.7691 2.3118
S -1.1010 2.9374 0.7392
O -0.6043 1.7598 1.4119
O -0.1764 4.0016 0.4924
N -1.9379 2.6235 -0.5797
S -2.4261 1.2303 -1.0879
O -2.7710 1.2594 -2.4672
O -1.5980 0.0690 -0.6917
C -4.0004 0.8018 -0.1879
F -4.7740 1.8551 -0.0273
F -4.6478 -0.1164 -0.9054
F -3.6988 0.2764 1.0033
*
```